The molecule C2H4N4O in a non-equilibrium geometry, computed with wB97M-V/def2-TZVPD.

Relative energy (zero: lowest compared OMol25 entry of this formula, charge and spin) ... 6.2780 eV
HOMO (spin up / spin down) ... -8.634 / -8.382 eV
HOMO-LUMO gap (spin up / spin down) ... 0.3047 / 0.2756 Ha
Multiplicity ... 1

Last column: Mulliken charge in e.
CARTESIAN COORDINATES (ANGSTROEM)
N 2.42467 0.06046 0.36063  -0.4486
C 1.16910 0.32419 -0.11251  0.6258
N 0.35543 -0.66320 -0.61540  -0.6326
N -0.92539 -0.65927 -0.14415  0.2660
C -1.71710 0.41215 -0.12708  -0.3176
O -2.87400 0.05606 0.46026  -0.3938
N 0.53157 1.37020 -0.39913  -0.3854
H 2.72317 -0.88248 0.14284  0.2648
H 3.12436 0.77286 0.18610  0.2632
H -1.33397 -1.58914 -0.09466  0.3210
H -3.47784 0.79815 0.34310  0.4372



The molecule C22H25N3O5 in a non-equilibrium geometry, computed with wB97M-V/def2-TZVPD.

Relative energy (zero: lowest compared OMol25 entry of this formula, charge and spin) ... 19.1933 eV
HOMO ... -8.349 eV
HOMO-LUMO gap ... 0.2784 Ha
SMILES string ... CCCCNC(=O)COc1ccccc1C(=O)c1cc(C#N)c(=O)n(CCOC)c1
Multiplicity ... 1

Last column: Mulliken charge in e.
CARTESIAN COORDINATES (ANGSTROEM)
C -3.77287 -5.24576 1.38942  -1.3332
C -2.56750 -4.10665 1.14509  -0.2361
C -2.36803 -3.91398 -0.31760  -0.3109
C -1.40441 -2.96872 -0.27587  -0.7862
N -1.72637 -1.54710 -0.00235  0.1968
C -1.13587 -0.95896 1.05547  0.5269
O -0.04116 -1.45829 1.67989  -0.7243
C -1.83204 0.49735 1.65284  -0.7959
O -2.62154 1.02195 0.50824  -0.2923
C -2.22986 2.02423 0.09194  0.6601
C -3.32559 2.94778 -0.32652  -0.7928
C -3.26030 4.14711 -0.93130  -0.6141
C -2.12891 4.82401 -0.53148  -0.9145
C -0.93314 4.05436 -0.05134  -0.5243
C -1.06920 2.82956 0.38361  1.0743
C 0.35970 2.40420 0.72040  -0.2697
O 0.86238 2.84377 1.80713  -0.6705
C 0.69507 1.11437 -0.05276  -0.1299
C 0.21438 0.52550 -1.19876  -0.0242
C 0.76512 -0.39538 -1.81766  1.2940
C 0.05178 -0.87443 -2.92563  -0.5162
N -0.31998 -1.20081 -3.95322  -0.6475
C 1.66238 -1.18664 -1.04308  0.6609
O 2.17936 -2.08683 -1.93356  -0.7454
N 2.20029 -0.63740 0.07092  0.6938
C 3.26194 -1.40902 0.60879  -1.0016
C 4.59106 -0.95963 0.20081  -0.7533
O 4.72884 0.39917 0.89935  -0.2277
C 5.87995 0.89226 0.56473  -0.8363
C 1.63187 0.45055 0.74489  -0.3712
H -3.37311 -6.18114 0.81397  0.2864
H -3.95781 -5.54182 2.45047  0.3317
H -4.62767 -4.96518 0.95861  0.4440
H -3.00924 -3.24029 1.63434  0.2226
H -1.62876 -4.49455 1.55751  0.3054
H -2.08420 -4.96918 -0.95636  0.2770
H -3.38357 -3.60441 -0.73206  0.2341
H -1.20090 -2.64533 -1.45214  0.0349
H -0.39062 -3.11141 0.04365  0.4841
H -2.50560 -1.03098 -0.35372  0.2365
H -2.40549 -0.10946 2.45761  0.4269
H -0.90623 0.81401 2.13335  0.4212
H -4.11705 2.24890 -0.45356  0.4372
H -4.21544 4.70559 -1.31450  0.2886
H -2.02839 5.74292 -0.94735  0.4489
H -0.12551 4.69125 0.04000  0.4787
H -0.53936 1.45008 -1.70447  0.2104
H 2.96886 -1.37320 1.83131  0.4304
H 3.27091 -2.61930 0.44050  0.3535
H 5.40578 -1.56094 1.01420  0.2728
H 4.73951 -0.85134 -0.74832  0.6239
H 5.80436 1.93318 1.05880  0.2500
H 6.80454 0.67731 1.02995  0.3718
H 6.06538 1.14470 -0.66702  0.2490
H 2.05441 0.71849 1.77020  0.2915



The molecule C2H3N3 in a non-equilibrium geometry, computed with wB97M-V/def2-TZVPD.

Relative energy (zero: lowest compared OMol25 entry of this formula, charge and spin) ... 2.5427 eV
HOMO ... -9.495 eV
HOMO-LUMO gap ... 0.3687 Ha
SMILES string ... [H]/N=N/CC#N
Multiplicity ... 1

Last column: Mulliken charge in e.
CARTESIAN COORDINATES (ANGSTROEM)
H 1.46076 1.56481 -1.47425  0.2470
N 0.97344 0.74658 -1.00380  -0.4305
N 0.24509 1.00081 -0.03419  -0.0145
C -0.52203 -0.02784 0.68465  -0.2541
C -0.48089 -1.40924 0.01797  0.3290
N -0.20539 -2.37044 -0.52299  -0.3481
H -1.57037 0.58342 0.75385  0.2625
H 0.09940 -0.08811 1.57876  0.2087



A cluster of 9 separate species, C41H77FN3O10PS in total in a non-equilibrium geometry, computed with wB97M-V/def2-TZVPD.

HOMO ... -8.788 eV
HOMO-LUMO gap ... 0.3177 Ha
SMILES string ... CC(=O)OCCC[C@](F)(C#N)[C@@](S)(C#N)[PH2]=N.C1CCOC1.C1CCOC1.C1CCOC1.C1CCOC1.C1CCOC1.C1CCOC1.C1CCOC1.C1CCOC1
Multiplicity ... 1

Last column: Mulliken charge in e.
CARTESIAN COORDINATES (ANGSTROEM)
C 9.53030 -3.34132 -3.14996  -0.7821
C 8.46464 -3.80692 -4.25499  0.5938
O 8.53252 -3.26692 -5.41154  -0.5301
O 7.46419 -4.81426 -4.08892  -0.2697
C 7.01505 -4.93006 -2.71023  -0.4851
C 5.46405 -5.39317 -2.75218  -0.4887
C 4.40752 -4.25306 -2.32697  -0.4923
C 3.73036 -3.45458 -3.54279  0.9868
F 2.56772 -2.75981 -2.98501  -0.3474
C 3.13782 -4.44135 -4.68060  -0.2379
N 2.98746 -5.29690 -5.53415  -0.4002
C 4.66500 -2.37045 -4.28948  0.5435
S 6.00222 -1.60860 -3.25297  -0.1111
C 5.31094 -3.02921 -5.62690  -0.2289
N 5.73764 -3.46036 -6.68248  -0.4853
P 3.51413 -0.95865 -4.94958  0.4781
N 3.10683 0.11211 -3.83040  -0.7484
H 9.35147 -2.20707 -2.98612  0.2127
H 9.44729 -3.87870 -2.14202  0.2905
H 10.58930 -3.44661 -3.59089  0.3251
H 7.60786 -5.74979 -2.13301  0.2870
H 7.11276 -3.97428 -2.08728  0.3439
H 5.36829 -6.24360 -1.96366  0.3277
H 5.27524 -5.87661 -3.77317  0.2902
H 4.86041 -3.56698 -1.50601  0.1651
H 3.53886 -4.80753 -1.78672  0.1226
H 5.43571 -1.23618 -2.01825  0.1705
H 2.35690 -1.61118 -5.51258  0.1210
H 4.27781 -0.30422 -5.97265  0.1069
H 3.52035 -0.17144 -2.92876  0.2549
C 3.20187 -5.08773 2.88065  -0.6073
C 1.94193 -4.26581 2.73065  -0.3556
C 2.29300 -3.35932 1.56868  -0.2747
O 3.20377 -4.08924 0.73234  -0.2877
C 3.64160 -5.25738 1.44004  -0.5251
H 3.04767 -6.03898 3.39351  0.3534
H 3.95362 -4.51661 3.43619  0.2534
H 1.10488 -4.91710 2.45709  0.3291
H 1.66563 -3.71531 3.63199  0.1152
H 2.80467 -2.45442 1.91124  0.0912
H 1.41623 -3.06463 0.98725  0.2844
H 3.16189 -6.12788 0.97874  0.3172
H 4.72494 -5.36325 1.34117  0.2861
C 2.45175 -0.22776 5.79258  -0.6186
C 0.99582 -0.60399 5.63707  -0.3497
C 0.72749 -0.23453 4.19299  0.6129
O 1.96331 -0.40953 3.48158  -0.4360
C 3.01879 -0.59130 4.43454  -0.3915
H 2.95318 -0.74201 6.61489  0.3586
H 2.54070 0.85144 5.95797  0.2630
H 0.87483 -1.68379 5.77505  0.2403
H 0.33230 -0.09403 6.33769  0.2943
H 0.43358 0.81588 4.09953  -0.6129
H -0.04869 -0.85526 3.73929  0.2012
H 3.32314 -1.64402 4.40066  0.1315
H 3.87529 0.02816 4.15740  0.3093
C -4.46201 -1.46522 5.52051  -0.6312
C -4.06938 -0.11723 4.96272  -0.2609
C -2.57726 -0.08841 5.22443  0.0578
O -2.11871 -1.44786 5.16657  -0.2931
C -3.26077 -2.31645 5.16240  -0.5505
H -5.39674 -1.85450 5.11255  0.3649
H -4.56362 -1.40113 6.60933  0.2739
H -4.25993 -0.09276 3.88443  -0.0394
H -4.59882 0.71956 5.42212  0.4076
H -2.35629 0.29701 6.22598  0.2403
H -2.03482 0.51428 4.49159  -0.1080
H -3.35822 -2.73588 4.15498  0.2943
H -3.10200 -3.13598 5.86734  0.2797
C -0.37428 5.11815 3.40702  -0.6043
C -0.52980 4.59780 1.99637  -0.3791
C -0.19725 3.12893 2.16364  -0.2609
O -0.59564 2.76114 3.49219  -0.2619
C -0.88901 3.95490 4.23098  -0.4795
H -0.91689 6.04655 3.59540  0.3231
H 0.68538 5.29025 3.62441  0.2819
H -1.56982 4.71088 1.67189  0.1040
H 0.11102 5.09978 1.26915  0.3557
H 0.88006 2.95250 2.07648  0.2580
H -0.71369 2.49722 1.43700  0.0766
H -1.97558 4.01017 4.35996  0.2847
H -0.42325 3.90061 5.21793  0.2834
C 3.42001 -6.28908 -9.07527  -0.4110
C 2.88603 -6.16042 -10.48375  -0.5180
C 1.66813 -7.06200 -10.44339  -0.5008
O 1.16792 -7.02371 -9.10049  -0.4288
C 2.14493 -6.38856 -8.26285  -0.2592
H 4.05653 -5.45692 -8.76859  0.2317
H 3.99718 -7.21521 -8.98022  0.2673
H 2.57898 -5.12581 -10.67080  0.2632
H 3.60390 -6.44801 -11.25437  0.3287
H 1.93378 -8.09971 -10.67264  0.2748
H 0.88586 -6.74156 -11.13610  0.2798
H 1.76472 -5.39612 -7.99851  0.2229
H 2.27546 -6.96658 -7.34645  0.2652
C -3.21600 -0.01729 -0.78322  -0.6153
C -3.83957 1.22539 -1.37447  -0.5428
C -4.85956 1.59964 -0.31851  -0.2338
O -4.33421 1.16048 0.94246  -0.3768
C -3.20627 0.30775 0.69697  0.2940
H -2.22247 -0.24023 -1.17675  0.3733
H -3.86143 -0.88201 -0.97167  0.2969
H -3.08456 2.01408 -1.46067  0.2411
H -4.28342 1.06887 -2.35927  0.3709
H -5.81076 1.08215 -0.48324  0.2682
H -5.04972 2.67521 -0.28251  0.0135
H -2.30248 0.86035 0.97606  -0.3036
H -3.27616 -0.58517 1.32308  0.1777
C -6.34857 7.07224 -0.35880  -0.1257
C -7.59580 6.24775 -0.57702  -0.6007
C -7.32369 5.61475 -1.92657  -0.4373
O -5.90197 5.45561 -2.03277  -0.4273
C -5.27785 6.19270 -0.97109  -0.3373
H -6.15661 7.30995 0.68903  -0.0456
H -6.42318 8.01261 -0.91544  0.2785
H -7.66633 5.47126 0.19241  0.2921
H -8.51806 6.83167 -0.55816  0.3556
H -7.64962 6.26641 -2.74432  0.2868
H -7.81124 4.64325 -2.03978  0.2783
H -4.89409 5.46973 -0.24248  0.1439
H -4.43770 6.76811 -1.36677  0.3161
C -5.06856 9.07869 4.84450  -0.5489
C -6.52365 8.70200 4.68696  -0.6008
C -6.79108 9.07334 3.24223  -0.2783
O -5.55629 8.89996 2.53308  -0.3764
C -4.50061 8.71723 3.48686  -0.3210
H -4.56774 8.56376 5.66648  0.3282
H -4.98034 10.15756 5.01141  0.2542
H -6.64396 7.62200 4.82359  0.2679
H -7.18814 9.21073 5.38782  0.3385
H -7.08571 10.12404 3.14968  0.2757
H -7.56664 8.45261 2.78649  0.2196
H -4.19597 7.66535 3.45162  0.1997
H -3.64451 9.33733 3.21115  0.2728



A cluster of 2 separate species, C3H3ClF2 in total in a non-equilibrium geometry, computed with wB97M-V/def2-TZVPD.

Relative energy (zero: lowest compared OMol25 entry of this formula, charge and spin) ... 3.0901 eV
HOMO ... -10.972 eV
HOMO-LUMO gap ... 0.4253 Ha
SMILES string ... C#CF.FCCl
Multiplicity ... 1

Last column: Mulliken charge in e.
CARTESIAN COORDINATES (ANGSTROEM)
C -2.16557 0.37420 -0.99266  -0.2688
C -2.51449 -0.67668 -0.58199  0.1233
F -2.70421 -1.76396 0.12144  -0.2121
H -2.02151 1.39358 -1.16058  0.3610
F 2.99097 0.94870 0.60250  -0.2428
C 1.79656 0.22247 0.58860  0.0305
Cl 1.87404 -1.16569 -0.57602  -0.1477
H 1.03050 0.87233 0.36505  0.1583
H 1.71372 -0.20494 1.63366  0.1983



A structure of composition C32H36N10O9RuS2 in a non-equilibrium geometry, computed with wB97M-V/def2-TZVPD.

Relative energy (zero: lowest compared OMol25 entry of this formula, charge and spin) ... 0.0000 eV
Net charge ... +1
HOMO (spin up / spin down) ... -10.802 / -11.110 eV
HOMO-LUMO gap (spin up / spin down) ... 0.2698 / 0.3001 Ha
Multiplicity ... 2

Last column: Löwdin spin population.
CARTESIAN COORDINATES (ANGSTROEM)
Ru 0.17849 0.39739 -0.47780  0.8881
O -2.28410 -2.34126 1.22535  0.0001
C -1.84955 -1.50252 0.47457  0.0014
O -0.71496 -1.49165 -0.16415  0.0094
C -2.69409 -0.30342 0.13355  0.0010
C -4.08623 -0.40718 -0.01021  -0.0001
C -4.77757 0.69695 -0.39956  0.0007
C -4.09513 1.91619 -0.63785  0.0001
C -4.76157 3.11012 -1.00209  0.0001
C -4.05812 4.25672 -1.22868  -0.0001
C -2.64838 4.24944 -1.15818  0.0000
C -1.97474 3.11221 -0.80839  -0.0005
C -2.68861 1.93455 -0.49632  0.0006
N -2.02561 0.79803 -0.09479  0.0045
H -4.56792 -1.35144 0.20002  0.0000
H -5.85162 0.66402 -0.55104  0.0000
H -5.84257 3.10073 -1.08450  0.0000
H -4.58127 5.17643 -1.46231  0.0000
H -2.10780 5.16079 -1.38185  0.0000
H -0.89748 3.08742 -0.74140  -0.0002
C 4.23698 -1.60553 0.07578  -0.0002
N 4.22312 -0.25705 -0.48577  -0.0017
C 5.45674 0.52042 -0.38253  -0.0001
C 3.11392 0.24215 -1.03328  -0.0002
N 2.05633 -0.45197 -1.39145  0.0006
N 3.17782 1.59828 -1.32855  -0.0005
C 2.14583 2.36817 -1.82562  0.0021
N 2.50233 3.63524 -2.12916  0.0005
N 0.96867 1.87181 -1.98874  0.0188
H 4.86621 -1.60559 0.96354  0.0000
H 4.63239 -2.33570 -0.63353  -0.0001
H 3.24014 -1.88115 0.38328  0.0000
H 5.39018 1.29625 0.38603  -0.0001
H 5.72579 0.96543 -1.34110  -0.0001
H 6.26426 -0.14868 -0.10277  0.0000
H 2.12907 -1.42791 -1.13629  0.0000
H 3.94873 2.10335 -0.93189  0.0000
H 3.46315 3.92629 -2.15789  0.0002
H 1.81737 4.25618 -2.52005  0.0000
H 0.31432 2.48456 -2.45244  0.0003
O 0.24611 2.15516 1.08132  0.0658
S -0.60291 2.14337 2.36932  0.0061
C 0.53985 2.65600 3.68914  0.0035
C 0.51549 4.17370 3.75123  0.0005
C -0.95016 4.55276 3.58022  0.0005
C -1.40052 3.80867 2.32782  0.0024
H 1.50593 2.22195 3.44456  0.0001
H 0.15593 2.19821 4.60275  0.0003
H 1.10714 4.59458 2.93539  0.0001
H 0.93010 4.53601 4.69254  0.0001
H -1.08565 5.62939 3.46889  0.0001
H -1.52336 4.22907 4.45182  0.0000
H -1.04298 4.29171 1.42162  0.0002
H -2.47829 3.65234 2.26869  0.0002
N 0.63859 -1.30644 -3.70459  -0.0010
C -0.69171 -1.17909 -3.62217  -0.0039
S -1.35160 0.10674 -2.71729  -0.0298
N -1.41771 -2.06334 -4.31914  -0.0018
C -2.82843 -2.29522 -4.38574  -0.0002
C -3.21979 -3.60280 -4.65321  -0.0001
C -4.56284 -3.92880 -4.71589  0.0000
C -5.52835 -2.95538 -4.50127  -0.0002
C -5.13776 -1.64755 -4.26229  -0.0001
C -3.79160 -1.30634 -4.22136  -0.0014
H 1.20460 -0.78714 -3.04204  0.0005
H 1.05457 -2.10598 -4.15559  -0.0001
H -0.88072 -2.80817 -4.73404  -0.0001
H -2.47046 -4.37394 -4.80563  0.0000
H -4.85925 -4.94861 -4.92362  0.0000
H -6.57866 -3.21625 -4.53303  0.0000
H -5.88049 -0.87354 -4.11431  0.0000
H -3.49898 -0.27887 -4.08120  -0.0010
O 0.52748 -0.19117 3.13524  0.0019
C 1.22890 -0.82944 2.36417  0.0029
O 1.51145 -0.58255 1.13244  0.0276
C 1.90548 -2.06665 2.91951  0.0011
C 2.09390 -3.17338 2.10937  0.0004
C 2.75664 -4.27623 2.61234  0.0000
C 3.23348 -4.31713 3.90445  0.0004
C 3.02366 -3.20442 4.69316  0.0000
C 2.36055 -2.08437 4.22726  0.0005
N 3.54867 -3.20546 6.07818  0.0000
O 4.17119 -4.18587 6.43898  0.0000
O 3.32937 -2.22087 6.75796  0.0000
N 2.99831 -5.42802 1.71886  0.0000
O 3.29292 -6.48868 2.22919  0.0000
O 2.90384 -5.22594 0.51664  0.0000
H 1.70618 -3.18927 1.10163  0.0000
H 3.74816 -5.18461 4.28989  0.0000
H 2.19927 -1.23624 4.87588  0.0000



A cluster of 2 separate species, C2H7NO in total in a non-equilibrium geometry, computed with wB97M-V/def2-TZVPD.

Relative energy (zero: lowest compared OMol25 entry of this formula, charge and spin) ... 1.8472 eV
HOMO ... -9.609 eV
HOMO-LUMO gap ... 0.3886 Ha
SMILES string ... C=CO.N
Multiplicity ... 1

Last column: Mulliken charge in e.
CARTESIAN COORDINATES (ANGSTROEM)
C 1.03535 1.54579 1.14954  -0.6297
C 1.31107 0.26839 0.94798  -0.0165
O 0.46233 -0.83182 1.03706  -0.4775
H 1.82563 2.24576 0.90486  0.2327
H 0.01786 1.94298 1.16640  0.2783
H 2.23385 -0.07139 0.48338  0.3506
H -0.35657 -0.48856 0.69458  0.2156
N -1.67707 -1.05246 -1.51167  -0.5632
H -0.81576 -1.00702 -1.00889  0.2216
H -1.40954 -1.23787 -2.46569  0.2037
H -2.62717 -1.31381 -1.39754  0.1845